The following is a quantum chemistry calculation of 3 unconnected molecules or ions with the total composition C11H26FNO10P2, from the OMol25 dataset.

The geometry in ORCA input format:
```
! RIJCOSX wB97M-V def2-TZVPD def2/J DEFGRID3
* xyz 0 1
H -5.77 -2.37 -5.31
H 2.70 1.62 4.22
C 0.94 -4.62 0.74
O -3.24 -0.35 -2.89
H 0.44 4.08 -0.76
O 1.44 3.78 0.99
C 2.60 2.70 4.24
H 1.82 -4.24 -1.17
H 3.41 3.13 4.83
P 1.82 4.39 2.44
F 1.03 -1.11 2.27
C 1.91 -3.86 -0.16
H 2.69 -0.07 1.86
C 1.69 -2.37 -0.18
H 2.92 -4.07 0.19
H -1.79 1.09 -3.24
O 2.52 -1.69 0.67
C 1.98 6.78 3.55
O 0.90 -1.82 -0.90
C -0.21 -3.94 1.43
H 1.76 7.17 2.56
H -2.57 1.14 -1.65
H 1.64 2.98 4.66
N 1.16 -5.86 0.85
O 2.49 5.44 3.50
H -5.75 -0.79 -4.49
H 0.28 5.42 0.39
O 0.44 4.44 3.03
P -2.86 -1.71 -3.63
H -0.81 -4.07 -2.15
H -1.35 -0.10 -1.99
H 0.47 -6.29 1.46
H 2.75 7.40 4.01
O -4.37 -2.19 -3.85
H -4.49 -1.20 -5.68
H -0.59 3.90 0.68
C -2.17 0.49 -2.42
O -2.12 -1.41 -4.87
H 1.42 0.06 0.64
H -0.65 -3.72 -3.88
H -1.05 -4.63 1.42
O 2.71 3.15 2.88
H 0.02 -3.75 2.47
O -2.39 -3.06 -2.97
C -5.13 -1.60 -4.89
H -0.41 -2.43 -2.68
C 1.91 -0.62 1.34
C 0.32 4.34 0.29
H -0.55 -3.03 0.92
C -0.97 -3.32 -2.92
H 1.08 6.80 4.16
*
```

Its calculated total energy is -55090.22288 eV. Its relative energy (zero: lowest compared OMol25 entry of this formula, charge and spin) is 0.000 eV.

The following is a quantum chemistry calculation of a molecular structure, C38H52AsCsN14O10S2, from the OMol25 dataset.

The geometry in ORCA input format:
```
! RIJCOSX wB97M-V def2-TZVPD def2/J DEFGRID3
* xyz -2 1
O -2.29 1.88 0.66
C 2.91 0.08 3.79
C 4.27 0.46 1.79
S -1.72 3.14 1.04
N 0.41 -7.79 -9.23
H 3.94 2.97 5.34
C 0.25 -6.86 -8.56
N -2.27 -0.94 0.03
H 2.83 -1.25 0.77
H -4.12 7.63 -1.54
C -2.25 0.46 5.16
C -1.70 -4.12 -0.32
H -1.05 -4.64 -9.14
H 2.80 -1.91 2.26
C 4.41 2.97 2.42
H -2.26 -5.05 -0.47
C -1.72 -0.98 -3.94
H -2.35 1.82 3.55
C -3.62 6.76 -1.14
Cs 0.51 0.75 -1.34
C 0.20 -4.79 -5.50
H -4.06 -3.68 0.98
H -0.20 -4.79 -1.65
H 6.03 1.60 2.08
H 4.23 0.59 0.73
H -3.95 5.45 -2.87
H -4.30 0.63 7.75
C -1.87 -1.71 -5.05
O 2.84 1.23 4.44
H -0.17 -2.31 -1.23
C -2.86 4.42 -1.37
C 4.34 -0.20 -2.15
C 5.46 2.10 -2.54
S -0.92 -0.42 4.66
H -3.33 -2.57 2.12
H -4.15 3.01 4.13
O -2.10 3.52 2.41
H -2.64 -1.76 -5.79
H 0.62 1.87 4.26
H 2.43 2.67 1.95
C -3.86 2.21 4.79
C -3.23 -2.94 1.11
H -3.75 -2.12 -0.83
H -1.49 -2.76 -7.61
O -3.12 1.30 -2.37
H 6.20 1.64 -3.19
H 2.80 3.53 -0.26
C 4.46 4.01 -1.52
H -2.33 -0.18 -3.59
H 0.31 -4.91 0.05
N -2.88 0.20 6.34
H -1.79 -3.12 3.59
H 0.65 -2.80 3.55
C -2.56 5.65 0.70
O -0.27 3.22 0.88
N -2.77 1.52 4.41
H 1.36 -3.01 -1.12
H 4.81 -0.47 1.93
C -3.90 0.89 6.75
C -1.73 -4.56 2.07
H -5.34 2.52 6.27
C -0.93 -3.61 -7.26
H 6.16 4.08 -2.86
O -4.01 3.57 -3.78
H 4.35 5.09 -1.38
C 0.02 -5.78 -7.68
C -2.40 4.45 -0.03
C 0.49 -5.84 -6.37
O 3.11 -0.93 4.42
C 2.86 0.11 2.27
C 5.44 3.47 -2.35
N 0.24 -3.46 2.88
C 2.50 2.63 3.95
C -3.51 5.58 -1.88
H -2.69 -5.03 2.32
C -0.03 -2.29 -3.97
H 2.14 0.88 1.95
H -4.36 -1.22 0.55
N -1.93 -3.58 1.00
N 0.41 -2.97 -0.73
H -2.53 -0.05 -0.38
N -0.77 -2.61 -5.08
H -3.29 7.65 0.78
N 3.63 1.81 -1.05
H 0.69 3.05 3.10
C -4.49 1.93 5.98
H 0.91 -2.76 -3.79
C -0.51 -3.69 -5.95
N 1.09 2.75 3.98
H 4.53 3.40 1.41
O 3.82 -0.47 -3.26
C 4.51 1.31 -1.89
H -1.05 -5.33 1.71
H 0.55 -4.86 -4.48
H 5.17 1.33 3.58
H 0.12 -2.95 2.01
As -2.79 3.07 -2.79
H -2.09 -3.39 -1.02
H -1.03 -4.65 4.06
C -0.23 -4.28 -0.67
H -4.06 1.16 -2.12
C -3.46 -1.76 0.16
C 5.03 1.58 2.51
C -0.69 -4.67 -8.13
N -0.59 -1.35 -3.28
H 2.47 3.56 5.74
C -3.15 6.76 0.15
C 3.57 3.14 -0.92
N 2.41 -1.14 1.70
C -1.08 -3.90 3.29
O 4.61 -0.96 -1.19
H -1.94 -0.75 0.99
N 3.00 3.03 2.69
H 1.08 -6.65 -6.01
H 4.93 3.63 3.14
H -2.30 5.61 1.73
N 3.12 3.45 4.98
O -1.22 2.80 -3.15
*
```

Its calculated total energy is -164647.76147 eV. Its relative energy (zero: lowest compared OMol25 entry of this formula, charge and spin) is 0.000 eV.

The following is a quantum chemistry calculation of a molecular structure, C34H67N2O2PSbSi3Ti, from the OMol25 dataset.

The geometry in ORCA input format:
```
! RIJCOSX wB97M-V def2-TZVPD def2/J DEFGRID3
* xyz 1 3
H 12.35 20.25 10.67
H 14.39 9.81 14.29
H 11.41 5.24 9.22
C 15.11 11.37 11.00
H 9.89 9.99 13.25
H 5.60 10.20 10.65
H 9.67 12.21 12.43
H 18.22 9.68 13.54
C 6.05 11.07 11.06
H 17.64 7.22 7.37
C 14.34 19.40 10.49
H 14.95 12.72 13.68
Si 8.56 8.51 11.65
H 5.84 11.04 12.11
H 17.29 11.01 11.80
H 8.36 9.33 13.92
H 10.16 11.73 8.92
H 14.95 18.80 9.75
C 9.85 18.97 10.70
H 13.44 7.07 6.55
H 10.52 19.31 11.53
H 11.02 6.41 7.91
H 8.31 13.25 12.13
C 17.12 9.64 13.42
H 8.63 6.16 10.76
C 15.06 8.15 9.34
H 7.00 13.83 9.54
C 14.23 7.36 7.20
C 13.98 7.77 8.52
Si 7.88 11.28 10.86
H 8.03 13.63 8.03
C 8.01 13.58 9.15
H 14.04 18.77 11.36
H 15.00 20.27 10.76
H 6.01 9.36 7.14
H 10.83 17.07 10.40
C 14.32 10.85 14.59
H 17.17 8.21 9.57
C 14.44 11.77 13.36
H 13.46 12.01 12.89
O 15.96 11.76 10.19
P 12.45 7.45 9.43
C 15.51 7.23 6.76
C 10.63 20.39 6.96
H 13.49 7.25 11.65
C 12.51 10.73 11.08
H 10.00 10.27 7.10
C 11.14 11.27 9.21
H 12.69 19.79 6.42
C 6.80 7.89 12.13
H 6.23 8.30 11.30
C 13.07 19.95 9.91
H 12.22 11.72 7.31
C 12.30 11.55 8.41
C 9.36 6.78 11.27
H 12.42 10.44 12.17
Sb 12.28 18.34 8.63
C 16.74 11.00 12.75
C 16.60 7.45 7.65
C 16.36 8.04 8.89
H 10.63 8.68 7.71
H 8.85 14.22 9.51
H 9.64 20.00 7.20
H 7.10 10.61 6.64
O 8.29 12.24 9.60
H 10.36 20.92 6.02
H 9.72 17.48 9.05
H 10.88 21.18 7.71
H 9.42 8.69 6.51
H 16.69 9.41 14.38
H 15.70 6.99 5.69
C 13.51 11.60 9.08
C 8.52 12.19 12.36
H 12.64 5.59 7.89
H 12.23 6.03 11.40
H 6.43 8.25 13.09
C 11.73 19.36 6.79
C 10.38 17.90 9.81
C 11.83 6.03 8.54
H 6.81 7.00 7.81
H 8.09 11.93 13.34
N 15.32 11.11 12.34
H 13.76 5.78 10.77
H 13.27 20.91 9.29
C 7.68 7.21 8.41
N 11.29 10.90 10.52
C 13.68 11.12 10.44
H 17.12 11.77 13.46
H 6.10 10.76 8.08
H 13.40 10.99 15.17
H 7.44 6.89 9.39
H 9.79 8.26 13.75
H 14.78 8.48 10.32
H 8.56 6.63 8.03
H 16.94 8.85 12.70
H 5.51 11.95 10.64
H 14.36 12.03 8.55
H 9.47 19.82 10.08
C 6.74 10.05 7.51
H 10.23 6.89 10.61
C 9.25 9.12 13.31
H 15.20 11.02 15.25
H 6.83 6.80 12.19
Si 8.03 9.10 8.44
H 11.47 18.52 6.08
C 8.52 9.64 10.18
H 8.91 18.57 11.21
Ti 10.35 9.26 9.54
C 9.71 9.25 7.41
C 13.06 6.59 10.97
H 9.66 6.38 12.27
*
```

Its calculated total energy is -105987.63520 eV. The expectation value of S² is 2.021. Its relative energy (zero: lowest compared OMol25 entry of this formula, charge and spin) is 5.266 eV.

The following is a quantum chemistry calculation of a molecular structure, C16H23I2N2O8S2Ta, from the OMol25 dataset.

The geometry in ORCA input format:
```
! RIJCOSX wB97M-V def2-TZVPD def2/J DEFGRID3
* xyz 2 1
C 3.10 -5.55 -0.65
C 0.94 -4.27 -0.63
N 0.40 -4.85 0.43
O -0.38 -0.11 2.54
H -0.47 -6.66 -1.09
H -4.06 -1.26 -0.17
H 4.41 -3.99 0.03
O -3.38 1.69 0.48
H 4.51 -6.74 1.41
Ta -0.21 -0.42 0.42
S 0.07 -2.93 -1.36
C -2.59 1.08 -0.12
I 2.04 1.19 1.28
N 2.07 -4.65 -1.18
H 1.09 -10.58 1.50
H 3.27 -4.56 1.26
H 1.50 -8.29 2.36
H 5.66 -6.18 0.20
C -4.09 -0.68 -1.09
H 3.73 -5.83 -1.49
C -0.11 -7.51 -0.53
H -0.37 -4.34 0.84
C 4.98 -5.85 0.98
H 2.64 -6.47 -0.29
C 3.93 -4.88 0.45
H -0.86 -8.93 -1.94
H -1.78 1.40 -2.69
O -1.19 1.12 0.15
I 1.95 -0.60 -1.52
O -1.12 -2.26 3.69
H -4.25 -1.34 -1.95
H -1.86 -1.72 -1.38
H 2.64 2.04 -1.21
H -3.54 1.58 -2.66
C 0.10 -9.89 -0.28
H -2.82 0.16 -3.42
H -4.92 0.01 -1.03
C -2.72 0.86 -2.60
C 0.82 -6.01 1.25
H 5.57 -5.38 1.77
C 2.89 1.13 -0.67
C 0.56 -7.34 0.69
C 0.76 -9.72 0.93
S -0.78 -1.58 2.52
C -2.82 0.12 -1.28
C -0.34 -8.79 -1.01
C 0.99 -8.44 1.42
O -1.64 -0.78 -1.17
O 0.38 -2.08 1.65
H -0.08 -10.89 -0.65
H 2.30 -4.15 -2.03
O 1.31 -5.77 2.32
H 3.96 0.98 -0.59
O -1.82 -1.46 1.37
*
```

Its calculated total energy is -75735.67835 eV. Its relative energy (zero: lowest compared OMol25 entry of this formula, charge and spin) is 0.682 eV.

The following is a quantum chemistry calculation of a single C4H8FNO3 molecule, from the OMol25 dataset.

The geometry in ORCA input format:
```
! RIJCOSX wB97M-V def2-TZVPD def2/J DEFGRID3
* xyz 0 1
O 0.61 0.45 -2.04
H -1.77 2.21 -1.15
H -0.76 2.15 0.31
H 1.98 -1.74 0.02
C -1.43 1.69 -0.32
F -2.16 -0.54 -0.41
N -0.51 0.02 -1.88
H -2.30 1.68 0.24
O -1.18 -0.60 -2.63
H 0.32 -2.43 -0.83
C 0.96 -2.13 0.14
C 0.09 0.01 0.78
O 0.31 -1.35 1.07
H 0.94 -3.11 0.66
H -0.50 0.43 1.47
C -1.08 0.28 -0.60
H 1.05 0.46 0.33
*
```

Its calculated total energy is -14622.39902 eV. Its relative energy (zero: lowest compared OMol25 entry of this formula, charge and spin) is 3.413 eV.

The following is a quantum chemistry calculation of 2 unconnected molecules or ions with the total composition C2H8O, from the OMol25 dataset.

The geometry in ORCA input format:
```
! RIJCOSX wB97M-V def2-TZVPD def2/J DEFGRID3
* xyz 0 1
O -0.90 1.41 -1.13
H 1.45 -3.74 4.15
C 1.50 -3.34 3.13
C -0.75 2.39 -2.20
H -1.59 2.38 -2.90
H 2.46 -3.04 2.63
H -1.16 0.54 -1.46
H 1.47 -4.37 2.64
H 0.73 -2.68 2.71
H 0.18 2.16 -2.74
H -0.65 3.37 -1.73
*
```

Its calculated total energy is -4250.06546 eV. Its relative energy (zero: lowest compared OMol25 entry of this formula, charge and spin) is 1.036 eV.

The following is a quantum chemistry calculation of 3 unconnected molecules or ions with the total composition C28H29F17N3O5, from the OMol25 dataset.

The geometry in ORCA input format:
```
! RIJCOSX wB97M-V def2-TZVPD def2/J DEFGRID3
* xyz 1 1
H -5.85 0.27 7.41
C 0.82 -3.11 1.37
H 2.92 4.89 -3.39
C 1.89 0.92 -0.33
C 1.41 1.25 -7.58
F -3.65 -3.95 1.05
H 2.64 2.73 -7.82
C -4.96 -0.46 9.16
F -2.04 -4.99 2.12
C 0.43 3.47 -5.97
H -1.05 4.65 -4.95
F -1.23 -2.48 6.41
N 4.62 1.04 -4.18
O -0.15 -3.75 0.67
C 3.03 0.06 0.19
F -2.88 -0.74 5.13
H -3.16 -1.91 2.52
C 1.77 3.09 -6.02
H 0.03 -0.29 -7.17
C 1.69 -0.57 -5.82
F -5.15 -1.79 9.15
F -2.70 -2.73 8.01
C -2.73 -2.86 2.86
C -2.44 -3.79 1.67
H 4.33 0.05 -5.98
F -1.61 -2.63 3.56
C 1.42 -4.00 2.46
C 3.86 0.38 -5.07
H 2.35 -1.10 -6.50
F 1.84 -2.83 0.51
H -4.29 1.01 7.69
H 1.10 -1.32 -5.28
C 0.72 0.32 -6.60
O 1.27 1.13 -8.77
H -3.75 0.99 10.23
C 0.58 0.36 -3.23
C 2.66 3.61 -5.08
N 2.28 2.20 -7.03
H -2.02 1.35 -2.71
H 1.07 0.29 -0.67
H 4.00 0.53 0.03
F 0.48 -4.34 3.35
H 1.86 -4.90 2.02
F -4.17 -0.60 11.36
C -3.03 -0.98 6.46
C -2.54 -2.42 6.71
H -1.17 2.74 -2.62
H 4.83 2.05 -2.39
C 2.22 4.48 -4.10
F -2.26 -0.09 7.11
H -3.10 -3.12 6.09
N -1.10 1.73 -2.49
O -0.26 1.35 -3.61
F 1.37 1.69 0.71
C -0.01 4.34 -4.98
H 0.53 5.54 -3.29
H 2.90 -0.03 1.27
H -0.27 3.10 -6.71
H 1.54 2.64 -1.58
O -4.35 -0.85 6.75
C 2.82 1.33 -2.68
F -2.67 -0.63 9.76
H 3.70 3.34 -5.15
C 2.34 1.93 -1.38
C 2.52 0.16 -4.80
C -4.83 0.07 7.72
F -3.63 -3.47 3.67
H 5.59 1.18 -4.41
F 0.41 -1.93 1.87
H -1.86 -3.70 -0.33
C 2.02 0.63 -3.59
C -3.85 -0.10 10.15
C -1.48 -3.28 0.60
H 0.14 0.91 -5.89
F -6.08 0.13 9.66
H 3.01 -0.95 -0.22
H -1.52 -2.19 0.50
C 4.14 1.52 -3.03
O 0.26 -0.65 -2.68
F 2.39 -3.29 3.10
H 3.17 2.48 -0.94
C 0.88 4.85 -4.04
*
```

Its calculated total energy is -90404.75311 eV.

The following is a quantum chemistry calculation of 2 unconnected molecules or ions with the total composition C2H3N2O2, from the OMol25 dataset.

The geometry in ORCA input format:
```
! RIJCOSX wB97M-V def2-TZVPD def2/J DEFGRID3
* xyz -1 1
C -0.62 -0.20 -0.07
H -2.66 0.36 -0.32
N 0.33 -1.04 0.09
H -2.57 -0.98 0.73
O 2.14 1.44 -0.11
C -2.05 -0.23 0.25
H -0.30 0.75 -0.62
O 3.38 -0.32 -0.05
N 2.35 0.23 0.09
*
```

Its calculated total energy is -9192.33206 eV. Its relative energy (zero: lowest compared OMol25 entry of this formula, charge and spin) is 5.372 eV.